117
Properties=species:S:1:pos:R:3:forces:R:3:lowdin_spin:R:1 method="wB97M-V/def2-TZVPD" multiplicity=6 homo_lumo_gap_ev="4.1369 / 4.2115" s2=8.798 e_above_lowest_ev=0.592 charge=+1 lumo_ev="-3.39 / -5.41" fmax_ev_per_a=4.5 energy_ha=-5436.335236
Ru -0.393444 -0.129237 0.128870 3.86 1.37 0.32 2.572
C 2.116836 5.255275 0.357548 -0.77 0.00 0.02 0.001
N 1.136557 4.178614 0.163682 -0.42 -0.68 -0.21 0.022
C 0.861728 3.697891 -1.190860 0.77 1.66 -0.51 0.005
C 1.426631 2.326395 -1.516708 -0.07 -0.14 -0.71 0.016
N 0.462196 1.204743 -1.817434 0.53 -1.01 -0.70 0.109
C 1.254812 0.259924 -2.682453 -0.97 -0.33 1.16 0.004
C -0.763607 1.582531 -2.467462 -0.23 1.00 -0.43 0.021
C -0.839514 1.863955 -3.836624 1.30 -0.71 -0.26 0.003
C -2.023037 2.195175 -4.460055 -0.03 0.45 0.77 0.011
C -3.133789 2.486593 -3.686946 0.35 -0.97 0.22 0.003
C -3.049487 2.282347 -2.318506 -0.61 -0.02 0.77 0.013
C -1.903422 1.812869 -1.679816 0.70 0.01 -1.08 0.040
S -1.740738 1.653765 0.061229 -1.07 1.16 -0.41 0.209
C 0.098191 4.042569 1.120938 0.62 -0.63 0.90 0.020
C -0.793024 5.047456 1.478784 0.61 0.00 0.45 0.000
C -1.452138 4.981844 2.718892 0.23 0.17 -0.91 0.012
C -1.292857 3.890286 3.534420 -0.66 -0.31 0.08 0.004
C -0.681686 2.747649 3.038259 0.22 -0.35 0.64 0.025
C 0.073466 2.839293 1.890373 -0.19 0.05 -0.98 0.058
S 0.916816 1.363288 1.342529 0.73 -0.08 1.36 0.505
H 1.691233 6.234187 0.032238 0.47 -0.35 0.26 0.001
H 3.000331 5.015919 -0.255349 -0.19 0.18 0.42 0.000
H 2.369379 5.289230 1.442403 0.02 0.09 -0.88 0.000
H 1.395693 4.428352 -1.880016 -0.79 -0.77 0.64 0.000
H -0.207680 3.787305 -1.415415 0.13 -0.05 -0.04 0.002
H 2.053696 1.984984 -0.698179 0.15 0.02 -0.16 0.009
H 2.065078 2.403351 -2.414052 -0.23 0.13 0.25 0.002
H 1.591788 0.729920 -3.592973 0.18 0.15 -0.28 0.002
H 0.662731 -0.635566 -2.904838 0.02 0.24 -0.02 0.001
H 2.082833 -0.025778 -2.054974 0.47 -0.19 -0.12 0.000
H 0.060132 1.786742 -4.481819 -0.65 -0.13 0.63 0.000
H -2.039386 2.265116 -5.517532 -0.10 0.21 -0.80 0.001
H -4.069139 2.711502 -4.156643 -0.35 0.35 -0.02 0.000
H -3.907074 2.441198 -1.681553 -0.23 0.15 -0.06 0.001
H -0.837556 5.942688 0.868113 -0.09 -0.02 0.06 0.000
H -2.102498 5.782677 3.006763 -0.05 0.41 0.24 0.001
H -1.714001 3.885772 4.528627 -0.24 -0.08 -0.01 0.000
H -0.772314 1.803850 3.591825 0.33 0.42 -0.20 0.002
C 4.637702 1.208289 2.377008 -0.65 0.64 -0.20 0.002
C 5.210390 1.891936 1.157984 0.45 -0.42 1.30 0.014
C 6.208253 2.864506 1.326895 -0.57 -0.36 -0.85 0.000
C 6.798379 3.419124 0.203985 -0.01 0.17 -0.64 0.010
C 6.383502 3.057757 -1.090870 -0.76 -0.76 2.09 -0.001
C 5.394165 2.057760 -1.227526 0.52 0.96 -0.45 0.016
C 4.999404 1.742765 -2.643345 0.15 -0.78 0.46 0.003
C 4.792328 1.452749 -0.098437 1.09 0.99 -1.54 0.027
N 3.738660 0.553462 -0.187543 -1.05 -1.05 0.83 0.277
C 3.704647 -0.738284 -0.310560 0.34 0.19 0.27 0.085
C 4.648882 -1.509300 -1.268743 -0.44 0.28 0.84 0.021
C 2.795022 -1.569724 0.531080 0.93 0.26 -0.83 0.296
C 3.602575 -2.533181 1.380339 0.78 0.59 0.20 0.043
N 1.454948 -1.529783 0.541687 -2.78 -0.42 -0.43 0.245
C 0.801573 -2.802506 0.956698 1.03 1.23 1.11 0.037
C 0.602422 -3.081147 2.350735 0.28 0.82 -0.70 0.020
C 0.711145 -2.047383 3.438890 0.78 -0.09 -0.49 0.006
C 0.268334 -4.352317 2.742004 -0.26 0.01 -1.15 0.000
C -0.007367 -5.279869 1.756867 -0.59 -1.43 -0.33 0.019
C 0.070587 -5.003821 0.396420 -0.15 -0.03 0.68 -0.002
C 0.548701 -3.761922 -0.012994 -0.60 -0.25 -0.05 0.021
C 0.696985 -3.529778 -1.477812 0.60 -0.44 -0.71 0.003
H 4.625570 1.924241 3.214132 0.23 -0.54 -0.05 0.000
H 5.170529 0.275211 2.619994 -0.16 0.38 0.06 0.001
H 3.592163 0.977695 2.134705 0.20 -0.24 0.34 0.001
H 6.464666 3.223370 2.319213 0.05 -0.26 -0.08 0.000
H 7.579353 4.158163 0.318939 -0.03 0.14 0.01 0.001
H 6.770771 3.609574 -1.924988 0.15 -0.16 -0.45 0.000
H 5.667793 0.961095 -3.057547 -0.40 0.40 0.02 0.000
H 5.085871 2.648317 -3.225089 -0.03 0.08 -0.41 0.000
H 3.975650 1.380819 -2.655866 -0.11 -0.13 -0.28 0.001
H 4.526787 -1.020084 -2.235707 0.25 0.01 -0.01 -0.002
H 4.288873 -2.533441 -1.382308 0.20 0.00 0.12 0.005
H 5.701750 -1.501910 -0.962455 -0.15 0.09 -0.15 0.005
H 4.683551 -2.420321 1.139014 -0.72 -0.25 0.00 0.000
H 3.328938 -3.588258 1.317718 -0.14 0.07 0.06 0.015
H 3.557115 -2.182177 2.436965 -0.23 -0.37 -0.52 0.010
H 0.452200 -1.058049 3.053312 -0.08 -0.04 0.37 0.006
H 1.735784 -2.004529 3.837095 -0.17 0.16 -0.14 0.001
H 0.087727 -2.397000 4.252738 -0.28 0.42 0.20 0.000
H 0.154081 -4.596165 3.776071 -0.07 -0.12 0.47 0.000
H -0.357148 -6.268061 2.064272 0.14 0.20 -0.11 0.001
H -0.257609 -5.738866 -0.347776 0.31 0.22 0.34 0.000
H 1.363584 -2.693606 -1.675475 -0.10 0.14 -0.09 0.001
H -0.282894 -3.348174 -1.960192 0.45 -0.14 0.12 0.001
H 1.185790 -4.432350 -1.926899 -0.62 0.72 0.16 0.000
C -6.741590 1.289132 0.647231 0.18 -0.29 -0.53 0.004
C -6.377781 0.705013 -0.575017 -0.26 0.53 -0.05 -0.001
C -5.167612 0.028845 -0.727517 0.05 -0.40 -0.47 0.003
C -4.301311 -0.099641 0.357543 0.01 0.04 -0.01 0.000
C -4.714077 0.402141 1.596970 0.41 0.18 0.20 0.006
C -5.923375 1.084829 1.749169 0.53 -0.14 -0.38 -0.001
As -2.564736 -1.067873 0.161017 -3.30 -2.97 0.36 0.062
C -3.096013 -2.513103 1.339066 -0.41 -0.66 0.65 0.008
C -3.216171 -2.372226 2.713661 0.02 -1.10 0.13 0.001
C -3.850886 -3.366931 3.455981 -0.15 -0.14 0.08 0.000
C -4.440652 -4.495236 2.826411 0.57 0.87 1.58 0.000
C -4.323252 -4.626100 1.475967 0.55 0.17 -1.66 0.000
C -3.626926 -3.656027 0.704175 -0.45 0.28 1.04 0.001
C -3.524292 -3.609838 -0.754476 0.26 1.02 0.28 0.005
C -3.920265 -4.579316 -1.652627 -0.24 -0.34 -0.19 0.002
C -3.779333 -4.375756 -3.020619 0.22 0.01 -0.05 0.002
C -3.182543 -3.209928 -3.470241 -0.40 0.69 0.16 0.001
C -2.842814 -2.178717 -2.581308 0.10 -0.65 0.21 0.006
C -3.015175 -2.370998 -1.212390 0.18 -0.16 -1.52 0.037
H -7.634246 1.912128 0.709007 0.15 -0.34 0.06 0.000
H -7.035577 0.842541 -1.441640 0.31 -0.15 0.34 0.000
H -4.922875 -0.426187 -1.705468 -0.11 0.38 0.64 0.000
H -4.068491 0.329292 2.476582 -0.15 -0.10 -0.30 0.000
H -6.169530 1.484106 2.719651 -0.11 0.07 0.09 0.000
H -2.745515 -1.555021 3.225825 0.03 0.38 0.19 0.000
H -3.874184 -3.232352 4.543058 -0.17 -0.27 -0.42 0.000
H -4.935283 -5.256428 3.442011 0.15 0.38 -0.37 0.000
H -4.766829 -5.482822 0.968283 0.11 0.18 0.11 0.000
H -4.373734 -5.497070 -1.297227 0.07 0.02 0.05 0.000
H -4.125945 -5.117974 -3.742072 0.16 0.15 0.31 0.000
H -3.085934 -3.023248 -4.524318 0.13 -0.07 -0.29 0.000
H -2.418949 -1.264781 -2.974609 0.00 0.17 0.00 0.000